ORCA calculation (the ωB97M-V functional and the def2-TZVPD basis) on a cluster of 2 separate species, C5H10S2 in total.

Structure (XYZ):
```
17
Properties=species:S:1:pos:R:3:forces:R:3
C 0.402625 0.172461 -1.835460 0.19 0.12 -0.51
C -0.185784 -1.132669 -1.324220 0.23 -0.64 -0.05
S -1.911794 -0.828189 -0.836290 -0.04 0.07 -0.33
S -1.627124 1.209651 -0.365610 0.06 -0.07 -0.13
C 0.144746 1.233371 -0.777670 0.49 0.53 0.20
H -0.078484 0.460171 -2.790029 0.19 -0.15 0.45
H 1.487975 0.064551 -2.024700 -0.44 0.03 0.14
H -0.203584 -1.926138 -2.095930 -0.03 0.45 0.33
H 0.388555 -1.517069 -0.459450 -0.29 0.26 -0.38
H 0.746255 1.043591 0.132060 -0.38 0.03 -0.54
H 0.380665 2.255990 -1.129870 -0.18 -0.51 0.07
C -0.090115 -0.781329 2.034919 0.07 0.25 0.25
C 0.242095 0.436091 2.467469 0.07 -0.28 0.15
H -0.916294 -0.926499 1.329539 0.38 0.00 0.50
H 0.453695 -1.670949 2.372659 -0.20 0.33 -0.10
H -0.301714 1.325710 2.129729 0.21 -0.39 0.21
H 1.068275 0.581261 3.172849 -0.33 -0.02 -0.25
```
Forces are in eV/Å.

Output
Gap between HOMO and LUMO: 8.56 eV
Molecular weight: 134.3 g/mol
Max |F|: 0.745 eV/Å
Electronic energy: -992.84570 a.u.
LUMO level: 0.66 eV
Structure (SMILES): C1CSSC1.C=C

And the natural (NBO) charges, in e, turn out to be: atom 1 (C): -0.43, atom 2 (C): -0.53, atom 3 (S): 0.07, atom 4 (S): 0.07, atom 5 (C): -0.53, atom 6 (H): 0.22, atom 7 (H): 0.22, atom 8 (H): 0.24, atom 9 (H): 0.22, atom 10 (H): 0.23, atom 11 (H): 0.24, atom 12 (C): -0.41, atom 13 (C): -0.41, atom 14 (H): 0.21, atom 15 (H): 0.19, atom 16 (H): 0.20, atom 17 (H): 0.19